Entry 1:
6 unconnected molecules or ions with the total composition C33H23NO25S, computed with wB97M-V/def2-TZVPD.

Summary:
HOMO-LUMO gap = 7.96 eV
HOMO level = -9.76 eV
relative energy (zero: lowest compared OMol25 entry of this formula, charge and spin) = 0.00 kJ/mol
SMILES string = O=C=N[C@@H]1COS(=O)(=O)O1.O=C1C=C(O)C(=O)C=C1O.O=C1C=C(O)C(=O)C=C1O.O=C1C=C(O)C(=O)C=C1O.O=C1C=C(O)C(=O)C=C1O.O=C1C=C(O)C(=O)C=C1O

Atoms and positions in Å:
1 O -3.17545 -2.78667 2.04370
2 C -2.28482 -2.07116 1.85277
3 N -1.22405 -1.45828 1.77817
4 C -1.27739 -0.01509 1.62775
5 C -1.12384 0.75692 2.93197
6 O -2.12665 1.81849 2.88371
7 S -2.77363 1.91098 1.42173
8 O -1.94633 2.72176 0.60273
9 O -4.14170 2.21752 1.57424
10 O -2.56677 0.37593 1.05261
11 H -0.55482 0.26302 0.85846
12 H -1.37243 0.21969 3.84304
13 H -0.17553 1.28252 2.99051
14 C -2.61102 -8.48823 0.36141
15 C -3.88052 -8.43870 0.78846
16 C -4.54321 -7.14078 1.17318
17 O -5.70396 -7.18896 1.53338
18 C -3.76562 -5.91548 1.09716
19 C -2.49691 -5.96629 0.67156
20 C -1.84394 -7.26278 0.26583
21 O -0.68809 -7.20602 -0.11976
22 O -1.71175 -4.89527 0.57324
23 O -4.64890 -9.51333 0.90616
24 H -2.12600 -9.41290 0.08267
25 H -4.24424 -4.99257 1.39052
26 H -0.85073 -5.21377 0.23335
27 H -5.51350 -9.19303 1.23104
28 C 0.10335 1.44718 -4.28839
29 C 0.39965 1.38629 -2.98363
30 C -0.19915 0.34390 -2.08144
31 O 0.13935 0.34742 -0.90751
32 C -1.14294 -0.60125 -2.63856
33 C -1.44549 -0.54024 -3.94366
34 C -0.82654 0.48768 -4.85672
35 O -1.14661 0.46046 -6.03016
36 O -2.29970 -1.36663 -4.52889
37 O 1.23643 2.23057 -2.38911
38 H 0.52996 2.19133 -4.94860
39 H -1.57850 -1.33478 -1.97413
40 H -2.33019 -1.10345 -5.47007
41 H 1.26807 1.96588 -1.45032
42 C -0.71953 5.08404 -5.98113
43 C -1.35355 6.26270 -6.05467
44 C -0.60769 7.55821 -6.24301
45 O -1.26340 8.57991 -6.31749
46 C 0.84217 7.51570 -6.32144
47 C 1.47477 6.33767 -6.24458
48 C 0.72655 5.04222 -6.08094
49 O 1.38146 4.01494 -6.03682
50 O 2.79611 6.21735 -6.30636
51 O -2.67128 6.38373 -5.97105
52 H -1.24594 4.14887 -5.84955
53 H 1.36919 8.45155 -6.44092
54 H 2.98605 5.26234 -6.22837
55 H -2.86256 7.33837 -6.05666
56 C 2.26551 -3.20174 1.04249
57 C 1.81783 -4.43705 1.29803
58 C 2.00928 -5.09451 2.63809
59 O 1.55031 -6.21060 2.78992
60 C 2.72721 -4.36370 3.66883
61 C 3.17830 -3.12893 3.41276
62 C 2.96298 -2.46227 2.08051
63 O 3.38917 -1.33090 1.93970
64 O 3.84259 -2.39827 4.30195
65 O 1.16611 -5.17407 0.40050
66 H 2.12810 -2.71971 0.08475
67 H 2.87358 -4.84977 4.62294
68 H 4.04681 -1.55267 3.85739
69 H 0.95767 -6.02854 0.83473
70 C 1.84564 3.09710 5.29281
71 C 2.81730 3.56215 6.09089
72 C 3.95477 4.39563 5.55911
73 O 4.78329 4.79018 6.35700
74 C 3.99874 4.67573 4.13472
75 C 3.02839 4.20847 3.33825
76 C 1.88146 3.39524 3.87474
77 O 1.03570 3.02295 3.07877
78 O 2.99802 4.42293 2.02816
79 O 2.85626 3.33163 7.39546
80 H 1.02443 2.50099 5.66522
81 H 4.82576 5.26202 3.76041
82 H 2.18929 3.98503 1.69893
83 H 3.65730 3.78316 7.72754

Entry 2:
A molecular structure, C33H24AgClF3N2O3Sb, computed with wB97M-V/def2-TZVPD.

Summary:
HOMO-LUMO gap = 7.82 eV
HOMO level = -8.45 eV
relative energy (zero: lowest compared OMol25 entry of this formula, charge and spin) = 19.30 kJ/mol

Atoms and positions in Å:
1 Ag 0.03960 -0.14680 0.06860
2 F 8.69860 -0.74760 -2.78480
3 C 7.42450 -0.57860 -2.37600
4 C 6.78360 -1.61680 -1.72620
5 C 5.46940 -1.44070 -1.32340
6 C 4.80950 -0.24750 -1.56630
7 C 5.48270 0.78380 -2.20910
8 C 6.79390 0.62960 -2.61680
9 Sb 2.73100 0.08930 -1.01330
10 C 3.25720 1.92670 -0.00120
11 C 2.36400 2.98180 0.08360
12 C 2.67370 4.12780 0.79450
13 C 3.88860 4.18640 1.45460
14 F 4.19390 5.29250 2.16390
15 C 4.78510 3.13580 1.42160
16 C 4.46000 2.00840 0.68960
17 C 2.29140 0.79690 -2.99320
18 C 2.72130 -0.01250 -4.03420
19 C 2.40330 0.28150 -5.34540
20 C 1.64700 1.40990 -5.60500
21 F 1.34700 1.71350 -6.88330
22 C 1.19240 2.22890 -4.58870
23 C 1.51300 1.90340 -3.28140
24 H 7.30830 -2.54180 -1.54450
25 H 4.95850 -2.24930 -0.81560
26 H 4.97790 1.72350 -2.39260
27 H 7.32700 1.42400 -3.11510
28 H 1.40100 2.91440 -0.40840
29 H 1.99410 4.96350 0.84400
30 H 5.71740 3.20610 1.96070
31 H 5.15600 1.18220 0.65630
32 H 3.30960 -0.89340 -3.81880
33 H 2.72890 -0.34790 -6.15840
34 H 0.59740 3.09770 -4.82310
35 H 1.14170 2.53570 -2.48700
36 C -1.64930 -2.84560 -5.77900
37 C -2.55760 -2.05600 -4.88540
38 C -3.27860 -0.98850 -5.40200
39 C -4.12860 -0.25500 -4.59280
40 Cl -5.02830 1.05390 -5.27480
41 C -4.27420 -0.56160 -3.25020
42 C -3.55950 -1.62040 -2.72560
43 C -2.70820 -2.36780 -3.53060
44 O -2.07960 -3.46190 -2.96810
45 C -0.71230 -3.28190 -2.65290
46 C -0.48580 -2.08890 -1.71050
47 O 0.07180 -1.07270 -2.18140
48 O -0.86940 -2.18430 -0.52810
49 H -2.03860 -2.86350 -6.79400
50 H -1.55180 -3.86810 -5.42210
51 H -0.65750 -2.39080 -5.80290
52 H -3.17990 -0.74370 -6.44760
53 H -4.94900 0.01000 -2.63250
54 H -3.65320 -1.89110 -1.68380
55 H -0.10380 -3.11830 -3.54930
56 H -0.40390 -4.19950 -2.15010
57 N -2.39870 3.05730 -5.02020
58 C -2.28480 2.99830 -3.88280
59 C -2.11960 2.96800 -2.47520
60 C -2.50090 4.05540 -1.68620
61 C -2.27270 3.98060 -0.32280
62 C -1.69100 2.83340 0.19570
63 N -1.31600 1.80050 -0.55590
64 C -1.52730 1.86070 -1.86530
65 H -2.95960 4.92640 -2.13000
66 H -2.53350 4.79700 0.33170
67 H -1.51570 2.73720 1.25880
68 H -1.20430 1.00810 -2.45220

Entry 3:
A molecular structure, C33H24F2IrN4SSi, computed with wB97M-V/def2-TZVPD.

Summary:
HOMO-LUMO gap (spin up / spin down) = 4.26 / 3.99 eV
HOMO level (spin up / spin down) = -9.94 / -13.79 eV
charge = +2
multiplicity = 6

Atoms and positions in Å:
1 Ir -0.72951 -0.67011 0.20260
2 N -1.56274 2.88319 2.09636
3 C -1.35624 3.65536 0.91960
4 C -1.10307 4.96855 0.66989
5 C -0.70652 5.38636 -0.59183
6 C -0.50764 4.49249 -1.61490
7 C -0.55815 3.09706 -1.37645
8 C -1.00571 2.69510 -0.09599
9 N -0.99480 1.39994 0.54215
10 C -1.35383 1.60448 1.80138
11 C -1.59704 0.49407 2.69856
12 C -2.30815 0.50709 3.91578
13 S -2.48663 -1.06145 4.50130
14 C -1.57089 -1.69725 3.19231
15 N -1.17152 -0.77535 2.30619
16 H -1.81750 3.18295 3.10547
17 H -1.17736 5.71029 1.49415
18 H -0.55727 6.45640 -0.82538
19 H -0.18331 4.87034 -2.56968
20 H -0.45168 2.34317 -2.12781
21 H -2.64834 1.42884 4.41687
22 H -1.35624 -2.74302 3.09462
23 F 1.03608 -5.79046 0.79207
24 C 0.12287 -4.90637 0.26617
25 C 0.21033 -3.57403 0.60362
26 C -0.63718 -2.65833 -0.01027
27 C -1.74585 -3.18586 -0.77123
28 C -1.78060 -4.54363 -1.06633
29 F -2.75588 -5.00140 -1.93621
30 C -0.87485 -5.44794 -0.54485
31 C -2.69172 -2.19130 -1.27247
32 C -3.70999 -2.44057 -2.19238
33 C -4.61035 -1.46897 -2.51176
34 C -4.41251 -0.17147 -2.03404
35 C -3.26745 0.08552 -1.31549
36 N -2.47603 -0.90821 -0.88150
37 H 0.98047 -3.28462 1.31666
38 H -0.95660 -6.47100 -0.89866
39 H -3.88802 -3.44155 -2.53483
40 H -5.48028 -1.65486 -3.13674
41 H -5.17970 0.62939 -2.17817
42 H -2.97190 1.03805 -0.87969
43 C 4.32543 -2.13767 -2.81432
44 C 4.69909 -2.48175 -1.49682
45 C 3.97925 -1.95514 -0.44697
46 C 2.70634 -1.27308 -0.72536
47 C 2.32823 -1.04969 -2.02363
48 C 3.15395 -1.43735 -3.08493
49 Si 1.59310 -0.68187 0.67332
50 C 2.15428 1.12648 0.98816
51 C 2.01048 1.64853 2.28102
52 C 2.37548 2.97986 2.52016
53 C 2.93936 3.76099 1.49717
54 C 3.09906 3.19929 0.23127
55 C 2.73120 1.90420 -0.00385
56 H 4.88202 -2.55057 -3.65826
57 H 5.56199 -3.09579 -1.38196
58 H 4.20435 -2.21596 0.58598
59 H 1.28576 -0.66659 -2.18742
60 H 2.98478 -1.09809 -4.10186
61 H 2.04001 -1.55006 1.83777
62 H 1.51874 1.06253 3.08152
63 H 2.15785 3.48689 3.45506
64 H 3.22588 4.78655 1.68266
65 H 3.55116 3.83982 -0.49032
66 H 2.78550 1.55754 -0.98746

Entry 4:
A molecular structure, C33H24F3FeN5O6S3, computed with wB97M-V/def2-TZVPD.

Summary:
HOMO-LUMO gap = 6.47 eV
HOMO level = -2.41 eV
charge = -2
relative energy (zero: lowest compared OMol25 entry of this formula, charge and spin) = 0.00 kJ/mol

Atoms and positions in Å:
1 Fe 0.88094 -1.15314 0.40780
2 C -3.15361 0.11726 -0.60810
3 C -1.74355 -0.39863 -0.71953
4 N -1.04057 -0.66964 0.33802
5 N -1.72460 -0.47935 1.54889
6 C -1.07661 -0.86641 2.58941
7 S 0.48426 -1.57245 2.67433
8 S -1.95858 -0.63079 4.14174
9 C -2.23764 1.16897 4.12837
10 C -3.32674 1.69801 3.23605
11 C -3.03213 2.51664 2.15259
12 C -4.04389 3.03175 1.35231
13 C -5.36768 2.72197 1.62837
14 C -5.67384 1.90023 2.70677
15 C -4.65925 1.39654 3.50556
16 C -1.19789 -0.55588 -2.07224
17 C -2.08790 -0.48150 -3.15921
18 C -1.68667 -0.56085 -4.47360
19 C -0.32004 -0.68967 -4.74752
20 C 0.58500 -0.75508 -3.72271
21 C 0.19287 -0.70968 -2.35325
22 O 1.12545 -0.81240 -1.47616
23 H -3.40383 0.34538 0.41904
24 H -3.24394 1.01799 -1.21708
25 H -3.86210 -0.62707 -0.98216
26 H -2.49395 1.37510 5.17090
27 H -1.28777 1.66359 3.92305
28 H -2.00485 2.75609 1.90510
29 H -3.78240 3.65520 0.50681
30 H -6.15819 3.11164 0.99807
31 H -6.70597 1.64884 2.92344
32 H -4.89629 0.74180 4.33761
33 H -3.14193 -0.34802 -2.96151
34 H -2.41270 -0.49415 -5.27388
35 H 0.02833 -0.73046 -5.77458
36 H 1.64836 -0.84349 -3.90971
37 O 7.70661 -1.64554 0.14345
38 C 6.91546 -2.56961 -0.12129
39 O 7.13419 -3.74665 -0.46923
40 C 5.41337 -2.20075 0.00761
41 C 4.43257 -3.15335 -0.24945
42 C 3.10217 -2.80103 -0.09871
43 N 2.75735 -1.58112 0.30992
44 C 3.66894 -0.63261 0.49411
45 C 5.02173 -0.91799 0.36896
46 C 3.05173 0.67591 0.81865
47 C 3.75639 1.86392 0.88481
48 C 3.06893 3.02669 1.20734
49 C 1.71726 2.96100 1.48179
50 C 1.08539 1.72879 1.38966
51 N 1.72380 0.61869 1.04722
52 C 1.92224 -3.66384 -0.33498
53 C 1.99220 -4.95617 -0.83645
54 C 0.82072 -5.67727 -0.98686
55 C -0.38385 -5.09929 -0.61841
56 C -0.37474 -3.80357 -0.13009
57 N 0.74551 -3.09973 -0.00253
58 H 4.75885 -4.13791 -0.55579
59 H 5.79611 -0.18360 0.54376
60 H 4.81509 1.87930 0.66691
61 H 3.58861 3.97648 1.23120
62 H 1.13290 3.84320 1.70261
63 H 0.02547 1.62212 1.56490
64 H 2.94905 -5.37874 -1.10818
65 H 0.84930 -6.68288 -1.38770
66 H -1.32042 -5.63018 -0.71889
67 H -1.28115 -3.29120 0.16668
68 F 1.24288 4.54483 -1.65126
69 C 0.09590 4.19391 -2.26266
70 F 0.39790 3.28542 -3.19559
71 F -0.36073 5.29057 -2.89984
72 S -1.13845 3.54651 -1.05067
73 O -2.37064 3.52506 -1.80960
74 O -1.08975 4.52833 0.01810
75 O -0.58900 2.25394 -0.70252